BrI5InO2V | wB97M-V/def2-TZVPD

The geometry in XYZ format:
```
10
Properties=species:S:1:pos:R:3:mulliken_charge:R:1
In 1.55 0.75 -0.07 0.60
O -3.21 -2.11 1.44 -0.69
V -2.36 -1.32 0.42 0.98
O -2.65 -1.87 -1.03 -0.59
I -1.43 0.38 -1.30 -0.22
I 3.89 -0.27 -2.30 -0.67
I 0.63 -1.47 0.45 -0.06
I -1.25 0.97 1.99 -0.50
I 3.70 1.39 1.38 -0.32
Br 1.13 3.55 -0.98 -0.53
```

As for the gap between HOMO and LUMO: 5.69 eV. As for the net charge: -2. The value obtained for the energy is -145508.266 eV. The LUMO energy comes out at 3.64 eV. The HOMO energy is -0.0753 Ha.